The following is a DFT calculation (ωB97M-V with the def2-TZVPD basis set) of a single C6H10O molecule in a non-equilibrium geometry.

Each line ends with the natural charge from an NBO analysis.
Atoms and positions in Å:
C 1.17 -0.70 -0.06  -0.387
C 0.95 0.93 0.12  -0.395
C -0.47 1.50 -0.27  -0.445
C -1.24 0.45 0.43  0.050
O -2.52 -0.17 0.02  -0.478
C -1.23 -0.75 -0.42  0.036
C -0.06 -1.63 0.10  -0.417
H 1.91 -1.14 0.51  0.214
H 1.46 -0.75 -1.16  0.187
H 1.76 1.30 -0.48  0.212
H 1.27 1.32 1.09  0.202
H -0.45 1.48 -1.34  0.229
H -0.45 2.47 0.34  0.217
H -1.13 0.31 1.57  0.199
H -1.02 -0.33 -1.42  0.161
H 0.24 -2.60 -0.20  0.213
H -0.18 -1.70 1.18  0.199

Calculated values
SMILES = C1CC[C@H]2O[C@@H]2C1
ΔE to the lowest compared entry with this formula, charge and spin = 340.4 kJ/mol
F_max = 0.0863 hartree/bohr
calculated total energy = -8427.713 eV
gap between HOMO and LUMO = 10.74 eV

---

The following is a DFT calculation (ωB97M-V with the def2-TZVPD basis set) of a molecular structure, C6H10O.

Each line ends with the natural charge from an NBO analysis.
Atoms and positions in Å:
C 0.00 2.02 -0.91  -0.748
C 1.15 0.71 -0.02  -0.225
C 0.84 0.34 1.34  -0.546
C 0.60 -0.64 0.25  -0.248
C -0.81 -1.06 -0.13  -0.519
C -1.26 -2.33 0.53  0.456
O -0.55 -3.07 1.17  -0.516
H 0.61 2.88 -1.18  0.228
H -0.95 2.35 -0.48  0.242
H -0.22 1.42 -1.79  0.245
H 2.07 0.99 -0.54  0.231
H 1.60 0.30 2.10  0.213
H 0.33 1.58 0.32  0.423
H 1.34 -1.42 0.03  0.216
H -0.92 -1.21 -1.22  0.220
H -1.52 -0.27 0.15  0.228
H -2.33 -2.59 0.37  0.099

Calculated values
ΔE to the lowest compared entry with this formula, charge and spin = 592.9 kJ/mol
F_max = 0.0083 hartree/bohr
calculated total energy = -8425.095 eV
gap between HOMO and LUMO = 8.20 eV

---

The following is a DFT calculation (ωB97M-V with the def2-TZVPD basis set) of a single C6H10O molecule.

Each line ends with the natural charge from an NBO analysis.
Atoms and positions in Å:
C 0.23 -1.87 1.06  -0.730
C 0.76 -0.81 0.16  0.093
C 0.03 -0.48 -1.13  -0.541
C -0.28 0.96 -0.69  0.168
O -0.89 1.88 -1.53  -0.695
C 0.87 1.26 0.21  -0.346
C -0.84 0.69 0.64  -0.337
H 0.77 -2.77 0.75  0.252
H 0.50 -1.69 2.11  0.234
H -0.85 -2.10 1.00  0.164
H -0.90 -1.04 -1.35  0.184
H 0.70 -0.53 -2.00  0.215
H -0.26 2.11 -2.23  0.471
H 0.76 2.17 0.81  0.204
H 1.91 1.07 -0.03  0.242
H -1.12 1.54 1.27  0.214
H -1.42 -0.20 0.84  0.205

Calculated values
ΔE to the lowest compared entry with this formula, charge and spin = 618.9 kJ/mol
F_max = 0.0093 hartree/bohr
calculated total energy = -8424.826 eV
gap between HOMO and LUMO = 8.08 eV